(1)
Entry from OMol25: 15 unconnected molecules or ions with the total composition C44H122N4O15 in a non-equilibrium geometry (the ωB97M-V functional and the def2-TZVPD basis).

Geometry as ORCA input:
```
! RIJCOSX wB97M-V def2-TZVPD def2/J DEFGRID3
* xyz 0 1
C 2.83624 -6.35358 26.57928
C 4.16737 -7.05275 26.41171
C 3.90512 -8.53034 26.53501
O 5.10854 -9.34024 26.47440
C 4.88871 -10.74726 26.13278
N 4.81765 -6.78673 25.13154
H 2.14582 -6.69992 25.82411
H 2.94942 -5.28173 26.47090
H 2.41661 -6.69084 27.53888
H 4.90058 -6.70637 27.19041
H 3.21186 -8.74137 25.71791
H 3.31626 -8.84582 27.44989
H 4.49891 -10.89156 25.12343
H 4.17034 -11.12488 26.86725
H 5.86589 -11.23001 26.28439
H 5.76063 -7.16952 25.26804
H 4.31556 -7.46091 24.55223
C 4.14832 -10.00416 19.22379
C 4.52284 -10.13510 20.72529
C 5.67643 -11.11463 20.71344
O 6.18198 -11.31443 22.04412
C 6.92276 -12.47137 22.23696
N 4.76515 -8.85244 21.33091
H 4.07374 -10.94980 18.70640
H 5.00565 -9.44712 18.79114
H 3.22615 -9.43705 19.06310
H 3.71121 -10.57629 21.31581
H 6.54455 -10.71636 20.20097
H 5.33940 -12.04275 20.27634
H 6.25017 -13.34208 22.18539
H 7.46252 -12.41974 23.17875
H 7.68195 -12.64790 21.42385
H 5.21802 -8.23728 20.59165
H 5.40201 -8.94846 22.09131
C 2.08628 -5.95785 22.79736
C 1.27461 -7.22848 23.21478
C 0.21226 -7.63595 22.16182
O -0.72210 -6.57113 21.93709
C -1.72582 -6.87431 21.02157
N 2.24057 -8.30268 23.35346
H 2.79635 -5.75333 23.55101
H 1.35121 -5.17601 22.59561
H 2.59422 -6.18177 21.80632
H 0.78583 -7.06465 24.22028
H -0.29267 -8.55926 22.52209
H 0.64440 -7.84012 21.20513
H -2.23056 -5.93557 20.92257
H -2.46442 -7.57626 21.38114
H -1.40828 -7.23258 20.06208
H 2.91199 -8.38479 22.55913
H 1.72155 -9.18831 23.40002
C 11.30500 -13.31716 25.24814
C 10.06186 -12.72720 25.86651
C 9.74116 -11.44141 25.14678
O 8.68414 -10.76635 25.75121
C 8.29376 -9.67412 24.96301
N 8.91186 -13.66279 25.73679
H 11.26774 -13.67851 24.20259
H 11.62255 -14.20820 25.79563
H 12.11228 -12.57645 25.25090
H 10.28452 -12.58899 26.92596
H 9.53662 -11.65963 24.10464
H 10.60682 -10.79187 25.13897
H 9.15938 -9.03027 24.73825
H 7.51568 -9.08793 25.45849
H 7.84945 -9.99189 24.06228
H 8.10600 -13.08250 25.83457
H 8.87383 -14.27639 26.50266
C 9.65579 -16.29510 21.47382
C 9.92058 -15.52776 22.73474
O 8.78007 -15.47070 23.50898
H 10.54959 -16.26914 20.82752
H 8.81234 -15.86620 20.90926
H 9.39476 -17.35702 21.67884
H 10.23403 -14.50690 22.52852
H 10.81585 -16.02220 23.13602
H 8.80793 -14.76593 24.15803
C 9.68170 -10.21845 21.30041
C 11.04305 -10.77624 21.02624
O 11.27031 -11.83872 22.01942
H 9.60398 -9.77421 22.31801
H 8.98186 -11.03631 21.31360
H 9.45611 -9.44893 20.53807
H 11.87636 -10.07332 21.14793
H 11.07107 -11.23896 19.99909
H 11.87450 -12.40043 21.53419
C 5.14067 -15.59148 24.73245
C 5.54520 -16.62997 23.70612
O 6.08116 -16.11694 22.52281
H 4.33060 -14.97459 24.29612
H 6.04952 -14.94224 24.80105
H 4.81104 -16.03069 25.63364
H 4.69545 -17.23186 23.36481
H 6.30298 -17.30497 24.16838
H 7.01697 -15.92712 22.69241
C 7.82891 -6.19322 16.74455
C 8.02520 -7.30847 17.74683
O 6.82014 -7.74978 18.30419
H 8.80696 -5.94623 16.33515
H 7.44047 -5.31100 17.20874
H 7.16706 -6.59885 15.97251
H 8.73775 -6.93746 18.44720
H 8.48188 -8.15223 17.17284
H 6.09782 -7.54837 17.66544
C -0.69042 -10.59645 18.43568
C 0.00995 -11.42667 19.40979
O -0.01209 -10.70667 20.62692
H -0.75960 -11.18626 17.52700
H -0.17292 -9.67426 18.19192
H -1.71040 -10.25899 18.70384
H 1.07650 -11.58159 19.08850
H -0.37950 -12.44698 19.51580
H 0.65398 -11.13207 21.19733
C 5.19322 -11.52374 14.52745
C 4.51749 -10.17755 14.49396
C 3.03832 -10.31565 14.61079
O 5.10553 -9.21856 15.39780
H 4.93679 -11.91271 13.55224
H 4.79576 -12.13531 15.30964
H 6.27127 -11.43854 14.56738
H 4.74400 -9.73086 13.49771
H 2.64566 -10.54308 15.61949
H 2.72563 -11.14037 14.00158
H 2.55090 -9.41303 14.28334
H 5.01456 -9.56774 16.26816
C 2.74616 -13.89144 19.62818
C 3.47126 -14.94464 20.44778
C 3.30325 -16.36911 19.86822
O 4.83375 -14.51039 20.63814
H 2.86975 -12.95711 20.22077
H 1.72169 -14.26785 19.50598
H 3.21185 -13.78489 18.63412
H 2.95182 -15.00393 21.44307
H 2.21923 -16.59317 19.85704
H 3.79827 -17.04170 20.57554
H 3.77813 -16.35971 18.85402
H 5.27164 -15.08751 21.30191
C 1.84727 -6.52107 16.00747
C 3.10240 -6.13215 16.82290
C 2.69202 -5.86257 18.19558
O 4.09697 -7.17975 17.01918
H 1.88634 -6.76735 14.95310
H 1.21070 -5.62128 16.16685
H 1.44784 -7.33561 16.53443
H 3.61161 -5.26595 16.34777
H 2.05555 -4.99899 18.25077
H 3.58570 -5.62018 18.78957
H 2.16301 -6.75971 18.57862
H 4.37399 -7.55430 16.15776
C -1.15472 -13.09769 23.44879
C 0.24903 -12.57454 23.74303
C 1.34752 -13.56660 23.17984
O 0.57370 -11.29854 23.17028
H -1.96618 -12.43259 23.77565
H -1.25559 -14.07228 23.98223
H -1.24437 -13.26117 22.34866
H 0.27622 -12.36962 24.78567
H 1.29142 -14.59980 23.53049
H 2.34728 -13.17781 23.41792
H 1.23178 -13.51861 22.12119
H -0.12799 -11.17191 22.49512
C 7.70901 -6.46297 22.47178
C 7.17003 -6.05305 21.09091
C 5.69017 -5.53726 21.14487
O 8.03020 -5.00804 20.42078
H 7.84209 -5.63674 23.15831
H 8.64656 -6.98792 22.47048
H 6.93055 -7.11667 22.88287
H 7.22270 -6.90358 20.38139
H 5.45373 -5.14909 20.14298
H 5.61511 -4.74945 21.86781
H 4.94910 -6.32165 21.28464
H 8.90527 -5.36600 20.61860
C 8.01339 -14.38890 18.12670
C 6.93790 -13.95523 17.15332
C 6.92051 -14.92568 15.93494
O 5.63983 -13.87933 17.69541
H 8.00639 -15.44714 18.43006
H 8.07015 -13.79612 19.04415
H 8.99681 -14.15413 17.69285
H 7.23882 -12.95548 16.83991
H 7.90845 -15.22912 15.68885
H 6.44858 -14.50012 15.06939
H 6.37911 -15.82864 16.13277
H 5.53887 -14.17277 18.62410
*
```

Summary:
Frontier orbital gap = 0.3315 hartree
Highest occupied orbital energy = -8.56 eV

---

(2)
Entry from OMol25: a molecular structure, C44H24BF4I5N4Pd in a non-equilibrium geometry (the ωB97M-V functional and the def2-TZVPD basis).

Geometry as ORCA input:
```
! RIJCOSX wB97M-V def2-TZVPD def2/J DEFGRID3
* xyz 0 5
Pd 0.04679 -0.35159 -0.04271
I -6.28730 3.27275 6.31492
C -4.98790 2.03005 5.11505
C -4.94518 2.41149 3.76190
C -4.14557 1.73878 2.87871
C -3.40784 0.62814 3.31037
C -3.55864 0.13456 4.63468
C -4.26844 0.89177 5.59409
C -2.44202 -0.01809 2.34841
C -1.13156 -0.21381 2.73012
C -0.72655 -0.06505 4.11961
C 0.60615 -0.10875 4.14412
C 1.12506 -0.30131 2.80082
C 2.43082 -0.19142 2.41574
C 3.45697 0.31382 3.35119
C 4.44334 1.25398 2.94484
C 5.37614 1.73906 3.87304
C 5.21540 1.38173 5.22647
I 6.69395 2.25874 6.55162
C 4.15933 0.55152 5.70105
C 3.42267 -0.05270 4.73628
C 2.84033 -0.38139 1.09463
N 2.04548 -0.41742 -0.04156
C 2.87540 -0.26105 -1.17487
C 2.44087 -0.25832 -2.48676
C 3.41716 0.07286 -3.51171
C 3.13994 1.06173 -4.49360
C 4.13096 1.48658 -5.39967
C 5.44703 0.98242 -5.25457
I 6.87169 1.79361 -6.54091
C 5.74038 0.03084 -4.23601
C 4.71181 -0.48871 -3.47569
C 1.06794 -0.44916 -2.84159
C 0.65705 -0.47823 -4.25417
C -0.70053 -0.56091 -4.26279
C -1.13869 -0.60117 -2.86525
N -0.05032 -0.60751 -2.07058
C -2.51133 -0.70909 -2.51388
C -2.86097 -0.69235 -1.14742
C -4.24741 -0.52273 -0.69254
C -4.22119 -0.39349 0.66583
C -2.83871 -0.28675 1.07130
N -2.02150 -0.54239 -0.04760
C -3.54603 -0.50255 -3.53682
C -4.61755 -1.34569 -3.71678
C -5.73218 -0.95040 -4.49844
C -5.73345 0.29086 -5.15605
I -7.18742 0.98850 -6.55203
C -4.63007 1.18013 -4.95114
C -3.56425 0.76837 -4.18890
C 4.24524 -0.10163 -0.66984
C 4.22711 -0.32672 0.66142
N -0.01388 -0.43380 1.95005
H -5.57902 3.22096 3.41130
H -4.12589 2.02209 1.82863
H -3.03926 -0.79140 4.86543
H -4.27165 0.60636 6.66632
H -1.32075 0.14653 4.99109
H 1.10585 0.07167 5.11789
H 4.33296 1.69299 1.92443
H 6.24130 2.24644 3.50888
H 4.04778 0.36385 6.74995
H 2.77527 -0.87137 4.99604
H 2.09999 1.47114 -4.49606
H 3.96331 2.21667 -6.20659
H 6.75595 -0.20555 -4.09418
H 4.84849 -1.29306 -2.81135
H 1.27766 -0.41836 -5.14308
H -1.41564 -0.51945 -5.09006
H -5.07823 -0.51654 -1.33655
H -5.05500 -0.38243 1.36908
H -4.66257 -2.33328 -3.26710
H -6.59595 -1.62368 -4.61465
H -4.59216 2.13599 -5.50991
H -2.64139 1.37155 -4.08744
H 5.12373 0.20581 -1.21444
H 5.06681 -0.39394 1.32101
I 0.12750 2.57719 0.15762
F -0.58197 -5.89006 1.61339
B 0.26031 -5.19853 0.70486
F 0.00984 -5.47235 -0.65243
F 1.61881 -5.36172 0.99307
F -0.01456 -3.72560 0.93246
*
```

Summary:
Frontier orbital gap (alpha / beta) = 0.1539 / 0.1587 hartree
Highest occupied orbital energy (alpha / beta) = -6.53 / -8.89 eV
Energy relative to the best compared isomer or geometry (same formula, charge and spin) = 50.4 kcal/mol

---

(3)
Entry from OMol25: a molecular structure, C44H25AsBr4F12NO4Tc in a non-equilibrium geometry (the ωB97M-V functional and the def2-TZVPD basis).

Geometry as ORCA input:
```
! RIJCOSX wB97M-V def2-TZVPD def2/J DEFGRID3
* xyz 2 1
Tc 0.16959 -0.30677 0.18657
C -0.56829 -6.70061 -1.38289
C -0.05475 -5.45104 -0.77396
C 0.07411 -5.28081 0.60183
C 0.53678 -4.08881 1.11959
C 0.84688 -2.99975 0.29194
N 1.23143 -1.77140 0.83164
C 2.22088 -1.70289 1.75807
C 3.04682 -2.82692 2.01072
C 4.01157 -2.82015 2.98117
C 4.20494 -1.69322 3.78548
C 5.23275 -1.68040 4.84371
C 3.43603 -0.55539 3.51178
C 2.49934 -0.50650 2.49664
C 1.83762 0.83556 2.18641
O 0.55142 0.80138 1.70607
C 2.66152 1.52919 1.04792
F 3.96791 1.42234 1.17710
F 2.31398 0.91669 -0.12761
F 2.34229 2.80387 0.88229
C 1.81212 1.81447 3.39372
F 3.00520 2.30898 3.71720
F 1.29872 1.22801 4.47152
F 1.04179 2.85884 3.11260
C 0.68135 -3.15081 -1.11119
C 0.28080 -4.37402 -1.60768
C 0.94279 -1.97462 -2.05551
O 0.36526 -0.81512 -1.59556
C 2.47446 -1.80264 -2.23794
F 2.78748 -0.82879 -3.07244
F 3.03391 -1.49396 -1.05008
F 3.04157 -2.93074 -2.64844
C 0.29318 -2.14409 -3.46037
F 0.82960 -3.09056 -4.21658
F -1.01085 -2.43874 -3.30680
F 0.34870 -1.00389 -4.13190
H -1.08983 -7.31942 -0.65941
H 0.26762 -7.27138 -1.79220
H -1.23493 -6.47841 -2.21425
H -0.20558 -6.07835 1.27274
H 0.58963 -3.94351 2.18791
H 2.91346 -3.70583 1.40093
H 4.63675 -3.68590 3.13019
H 5.24847 -2.63003 5.37631
H 5.07980 -0.86444 5.54447
H 6.21920 -1.56486 4.38721
H 3.65051 0.30737 4.11714
H 0.18177 -4.53926 -2.66767
Br -5.62036 0.00611 -3.57461
C -4.30463 -0.42088 -2.30729
C -4.36183 -1.62942 -1.60261
Br -5.72261 -2.87359 -1.94280
C -3.39560 -1.92087 -0.64348
Br -3.36265 -3.54239 0.27625
C -2.39973 -0.99211 -0.33636
O -1.42827 -1.28006 0.50872
C -2.38124 0.24024 -1.01102
O -1.46388 1.15798 -0.58386
C -3.29161 0.49807 -2.02253
Br -3.06308 2.09036 -2.99154
C -6.89015 1.64438 0.01701
C -6.03819 0.87686 0.79811
C -4.69596 1.20720 0.87457
C -4.21363 2.29289 0.15012
C -5.06556 3.08284 -0.61302
C -6.40965 2.74849 -0.67170
As -2.28212 2.62768 0.25752
C -1.82463 2.78600 2.11729
C -2.03056 1.89175 3.15337
C -1.76988 2.29908 4.45446
C -1.33105 3.59138 4.70248
C -1.13439 4.49249 3.66462
C -1.35944 4.09587 2.35116
C -1.10672 4.91709 1.15237
C -0.50914 6.17187 1.15096
C -0.28751 6.84279 -0.04390
C -0.65392 6.27325 -1.25303
C -1.24274 5.01412 -1.28731
C -1.46410 4.35423 -0.09119
H -7.93399 1.38234 -0.05311
H -6.41324 0.02109 1.33980
H -4.02170 0.62043 1.49066
H -4.67739 3.92873 -1.17055
H -7.07874 3.34693 -1.26964
H -2.35812 0.87666 2.95714
H -1.91158 1.60893 5.27297
H -1.12681 3.90009 5.71701
H -0.78484 5.49126 3.87729
H -0.19896 6.62188 2.08051
H 0.18312 7.81473 -0.02849
H -0.47437 6.80785 -2.17266
H -1.51174 4.55763 -2.23133
*
```

Summary:
Frontier orbital gap = 0.2018 hartree
Highest occupied orbital energy = -13.46 eV

---

(4)
Entry from OMol25: a molecular structure, C44H25Cl5IN8O3S2Y in a non-equilibrium geometry (the ωB97M-V functional and the def2-TZVPD basis).

Geometry as ORCA input:
```
! RIJCOSX wB97M-V def2-TZVPD def2/J DEFGRID3
* xyz -2 1
Y -0.00788 0.08523 0.22849
C -2.30797 3.64522 2.16025
C -3.34228 3.04784 2.87001
C -3.45727 1.66722 2.84802
C -2.54265 0.89175 2.12945
C -1.53065 1.46150 1.33820
C -1.45636 2.86027 1.38865
C -2.58259 -0.58442 2.25093
C -3.18817 -1.20208 3.38543
C -3.15962 -2.54787 3.52722
C -2.56992 -3.34976 2.52232
C -2.51041 -4.76018 2.58945
C -1.93383 -5.47982 1.58165
C -1.41817 -4.81312 0.44658
C -1.46540 -3.44980 0.35945
C -2.00640 -2.68140 1.41897
N -1.98250 -1.31068 1.32417
H -2.17226 4.72172 2.19786
H -4.03904 3.64667 3.44746
H -4.26910 1.20155 3.39695
H -0.67621 3.37116 0.83541
H -3.60467 -0.58101 4.16324
H -3.57667 -3.01954 4.41112
H -2.93130 -5.26022 3.45540
H -1.88149 -6.56051 1.64309
H -0.97964 -5.38641 -0.36335
H -1.10498 -2.92341 -0.51608
C -1.82485 8.18634 1.16002
O -2.75107 7.16305 0.86315
C -2.83159 6.76543 -0.43936
C -3.57606 5.61375 -0.68341
C -3.69374 5.12133 -1.96409
C -3.09472 5.78164 -3.04239
C -2.39899 6.94998 -2.79494
C -2.23824 7.43788 -1.49785
N -3.31235 5.39260 -4.41117
N -3.24386 4.19150 -4.75801
C -2.68783 3.17270 -3.94466
C -3.31394 1.94035 -4.04775
C -2.99336 0.85060 -3.25061
C -1.95037 0.91805 -2.31046
O -1.61164 -0.05150 -1.57072
C -1.19607 2.16928 -2.27661
N -0.11287 2.16918 -1.46239
C 0.65845 3.22881 -1.41718
C 0.43774 4.34616 -2.23765
C -0.64374 4.35831 -3.07357
C -1.54229 3.26854 -3.08776
H -1.81836 8.29181 2.24121
H -2.11714 9.13956 0.70873
H -0.82006 7.92356 0.81920
H -4.02819 5.09440 0.15102
H -4.24721 4.20716 -2.13380
H -1.95504 7.47723 -3.63325
H -1.65904 8.33756 -1.33631
H -4.12781 1.86960 -4.76261
H -3.53028 -0.08593 -3.33796
H 1.48978 3.19816 -0.72044
H 1.12955 5.17734 -2.20903
H -0.79918 5.18991 -3.74870
Cl 3.62596 -6.95287 -0.45214
C 2.76696 -5.46407 -0.68479
C 2.81577 -4.45563 0.28232
Cl 3.72415 -4.69094 1.73574
C 2.13945 -3.27004 0.08840
Cl 2.12133 -2.01340 1.27257
C 1.34312 -3.01118 -1.05998
O 0.69364 -1.93381 -1.20515
C 1.33002 -4.05092 -2.02813
Cl 0.38354 -3.76603 -3.44901
C 2.01820 -5.24225 -1.84102
Cl 1.94500 -6.47812 -3.05637
S 1.97525 1.76797 1.55138
C 1.47541 1.23475 3.13389
S 0.49595 -0.15456 3.24652
C 1.88133 1.96167 4.25602
C 1.47980 1.59180 5.58333
N 1.17136 1.33610 6.66648
C 2.72088 3.12121 4.15515
N 3.39565 4.05837 4.12125
I 4.56799 -0.33006 -4.76563
C 3.69499 0.04476 -2.93682
C 4.34524 0.27867 -1.74517
N 3.38187 0.45514 -0.82856
N 2.15172 0.36386 -1.34815
C 2.32449 0.10417 -2.63463
H 5.39481 0.31033 -1.50103
H 3.44043 0.69499 0.16199
H 1.47352 -0.05650 -3.27932
*
```

Summary:
Frontier orbital gap = 0.2155 hartree
Highest occupied orbital energy = -2.63 eV
Energy relative to the best compared isomer or geometry (same formula, charge and spin) = 14.3 kcal/mol

---

Number 1: total energy -3097.06355 a.u.. Number 2: total energy -3950.84731 a.u.. Number 3: total energy -15857.97017 a.u.. Number 4: total energy -5789.10877 a.u..